161
Properties=species:S:1:pos:R:3:lowdin_charge:R:1 method="wB97M-V/def2-TZVPD" total_charge=+1 total_energy_ha=-7572.26773
C 2.8505 -4.3649 1.8754 -0.084
C 2.4886 -5.2037 0.5911 -0.214
C 1.3422 -4.5872 -0.2324 -0.193
N 1.7991 -3.6714 -1.3337 0.048
C 1.7150 -2.3041 -0.9118 -0.163
C 0.4371 -1.7006 -0.8266 -0.106
C -0.8688 -2.3660 -1.1895 -0.132
C -1.2719 -1.8944 -2.6464 -0.195
C -2.7738 -1.5140 -2.7622 -0.465
S -3.0568 0.2709 -2.9973 0.931
C -3.0056 1.0165 -1.3815 -0.960
S -3.1320 0.0373 -0.0563 0.784
N -2.9179 2.4138 -1.2507 -0.032
C -3.0161 2.8436 0.1521 -0.332
C -1.9330 2.8875 0.9965 -0.075
C -2.0641 3.2845 2.3115 -0.071
C -3.2985 3.6657 2.8279 -0.060
C -4.3920 3.6443 1.9221 -0.072
C -4.2595 3.2366 0.6073 -0.026
C -1.6886 2.9902 -1.7889 -0.235
C -1.5693 4.3795 -1.7271 -0.022
C -0.4484 5.0498 -2.1608 -0.063
C 0.6287 4.3340 -2.6877 -0.082
C 0.5010 2.9659 -2.7854 -0.087
C -0.6316 2.2871 -2.3494 -0.068
C 0.4632 -0.3809 -0.3622 0.064
C 1.7475 0.1112 -0.0673 -0.057
N 2.9053 -0.4701 -0.1976 0.166
N 2.8754 -1.7156 -0.6354 0.010
C 4.1592 -2.4359 -0.7920 -0.093
C 5.3964 -1.5640 -0.5035 -0.216
C 5.8919 -0.8808 -1.8115 -0.479
S 6.4560 0.8261 -1.5665 0.874
C 8.1726 0.8131 -2.1207 -1.079
S 8.5928 0.0916 -3.5123 0.718
N 9.1945 1.4073 -1.3336 -0.209
C 9.0957 2.8793 -1.3941 -0.142
C 10.2863 3.4627 -0.5628 -0.178
O 11.0236 2.4615 0.1174 -0.124
C 10.1092 1.7816 0.9505 -0.176
C 9.0793 0.9946 0.0736 -0.173
H 2.7225 -4.9752 2.7727 0.075
H 3.9028 -4.0580 1.8089 0.058
H 2.2420 -3.4508 1.8949 0.066
H 2.2168 -6.2188 0.9052 0.108
H 3.4001 -5.2737 -0.0147 0.097
H 0.6600 -4.0904 0.4795 0.116
H 0.7479 -5.3728 -0.7199 0.124
H 1.1149 -3.8096 -2.0717 0.115
H -1.6219 -2.0852 -0.4464 0.070
H -0.8060 -3.4598 -1.1664 0.104
H -1.1307 -2.7851 -3.2765 0.111
H -0.6244 -1.0766 -2.9817 0.097
H -3.3682 -1.9234 -1.9390 0.061
H -3.1697 -1.9592 -3.6866 0.078
H -0.9546 2.5675 0.6314 0.114
H -1.1807 3.2733 2.9494 0.109
H -3.3935 3.9590 3.8723 0.088
H -5.3670 3.9465 2.2955 0.079
H -5.1606 3.2540 -0.0022 0.118
H -2.3953 4.9588 -1.3122 0.131
H -0.4269 6.1317 -2.0458 0.113
H 1.5191 4.8725 -3.0059 0.109
H 1.3510 2.4228 -3.2042 0.108
H -0.6601 1.2049 -2.4265 0.055
H -0.4512 0.1968 -0.2373 0.078
H 1.7877 1.1306 0.3273 0.136
H 4.2280 -3.3493 -0.2027 0.095
H 4.2129 -2.7402 -1.8459 0.137
H 6.1932 -2.2637 -0.2122 0.088
H 5.2826 -0.8719 0.3348 0.100
H 6.7458 -1.4597 -2.1922 0.051
H 5.1334 -0.9130 -2.6054 0.072
H 9.1981 3.2256 -2.4287 0.124
H 8.1546 3.2295 -0.9317 0.117
H 10.9960 4.0083 -1.1955 0.125
H 9.9039 4.1854 0.1813 0.120
H 9.5425 2.5156 1.5553 0.118
H 10.5865 1.1001 1.6619 0.124
H 8.0888 1.2030 0.5190 0.092
H 9.2380 -0.0977 0.1378 0.099
C 10.4483 -3.9944 0.8877 -0.258
S 8.6935 -3.6639 1.0726 0.813
O 8.4937 -2.2004 0.8588 -0.566
C 8.6233 -3.9567 2.8450 -0.265
H 10.7166 -3.8285 -0.1541 0.056
H 11.0201 -3.3194 1.5247 0.063
H 10.6521 -5.0314 1.1542 0.058
H 9.3111 -3.2845 3.3584 0.061
H 8.8843 -4.9948 3.0515 0.056
H 7.6063 -3.7648 3.1828 0.047
C -6.6178 -1.1921 0.4335 -0.262
S -7.0942 0.3759 -0.3050 0.775
O -6.9954 1.4198 0.7571 -0.557
C -8.8349 -0.0320 -0.4884 -0.268
H -5.5579 -1.1459 0.6736 -0.007
H -7.1920 -1.3612 1.3453 0.060
H -6.7955 -1.9953 -0.2823 0.058
H -9.2602 -0.2734 0.4868 0.059
H -8.9372 -0.8748 -1.1684 0.037
H -9.3456 0.8351 -0.9048 0.049
C -6.7007 -0.1330 -5.5539 -0.269
S -7.3461 0.3677 -3.9556 0.784
O -7.6262 -0.8792 -3.1826 -0.576
C -8.9201 0.9816 -4.5697 -0.257
H -5.7236 -0.5877 -5.4000 0.042
H -7.3684 -0.8580 -6.0171 0.033
H -6.5951 0.7428 -6.1940 0.063
H -9.4490 0.1846 -5.0928 0.062
H -8.7438 1.8222 -5.2407 0.056
H -9.5121 1.3152 -3.7189 0.044
C -7.0554 6.7123 3.9462 -0.252
S -5.3635 6.1032 3.9511 0.817
O -5.1786 5.3174 5.2041 -0.544
C -4.6001 7.7126 4.1940 -0.252
H -7.7237 5.8591 3.8430 0.054
H -7.2656 7.2292 4.8828 0.061
H -7.1952 7.3872 3.1016 0.056
H -4.9751 8.1655 5.1122 0.061
H -4.8225 8.3511 3.3390 0.056
H -3.5233 7.5712 4.2707 0.052
C 9.8852 -4.3500 -6.6451 -0.269
S 9.1480 -3.8550 -5.0815 0.781
O 8.8213 -5.0969 -4.3314 -0.560
C 7.6123 -3.2337 -5.7834 -0.277
H 10.8504 -4.8067 -6.4350 0.051
H 9.2406 -5.0727 -7.1461 0.058
H 10.0287 -3.4708 -7.2736 0.055
H 7.1125 -4.0276 -6.3398 0.057
H 7.8274 -2.3896 -6.4390 0.055
H 6.9745 -2.9028 -4.9655 0.033
C -6.7414 -4.4944 -8.4525 -0.272
S -7.2142 -2.9263 -9.1950 0.820
O -7.1130 -1.8866 -8.1336 -0.563
C -8.9564 -3.3233 -9.3885 -0.269
H -5.6812 -4.4490 -8.2107 0.048
H -7.3170 -4.6613 -7.5415 0.059
H -6.9169 -5.3010 -9.1644 0.055
H -9.3908 -3.5649 -8.4180 0.059
H -9.0630 -4.1665 -10.0712 0.055
H -9.4589 -2.4531 -9.8066 0.051
C -4.3066 3.4564 7.3675 -0.280
S -5.1008 3.3220 8.9697 0.814
O -4.0373 3.0112 9.9644 -0.581
C -5.9715 1.7863 8.6218 -0.270
H -3.6716 4.3394 7.3745 0.051
H -3.6972 2.5690 7.1839 0.060
H -5.0617 3.5645 6.5924 0.025
H -5.2556 1.0088 8.3533 0.044
H -6.6787 1.9474 7.8078 0.053
H -6.5123 1.4902 9.5191 0.049
C -2.2288 -1.3937 10.5870 -0.273
S -2.3815 0.2146 9.7895 0.778
O -1.6363 0.1381 8.5001 -0.562
C -1.3507 1.1113 10.9514 -0.265
H -2.7788 -2.1206 9.9920 0.046
H -1.1791 -1.6856 10.6400 0.054
H -2.6582 -1.3442 11.5879 0.053
H -0.3558 0.6648 10.9831 0.056
H -1.8101 1.0846 11.9394 0.058
H -1.2805 2.1428 10.6126 0.049

177
Properties=species:S:1:pos:R:3:lowdin_charge:R:1 method="wB97M-V/def2-TZVPD" smiles="O=S1(=O)CCCC1.O=S1(=O)CCCC1.O=S1(=O)CCCC1.O=S1(=O)CCCC1.O=S1(=O)CCCC1.O=S1(=O)CCCC1.O=S1(=O)CCCC1.O=S1(=O)CCCC1.O=S1(=O)CCCC1.O=S1(=O)CCCC1.O=S1(=O)CCCC1.COC(=O)OC" total_energy_ha=-8108.12605
C 0.3726 -4.2895 0.8580 -0.032
O -0.7218 -5.1641 0.8154 -0.057
C -1.5401 -5.1206 1.8683 -0.540
O -1.4811 -4.2699 2.7600 0.105
O -2.5433 -6.0241 1.7096 -0.012
C -3.7220 -5.8577 2.5404 -0.040
H 1.0043 -4.6199 1.6941 0.102
H 0.0942 -3.2456 0.9952 0.073
H 0.8893 -4.4654 -0.1491 0.114
H -3.5441 -6.0983 3.5993 0.095
H -4.5370 -6.4926 2.0813 0.115
H -4.1024 -4.8426 2.5667 0.058
C 2.9446 4.7878 -3.0456 -0.228
C 2.2445 6.1041 -3.3513 -0.195
C 0.7090 5.9595 -3.2814 -0.197
S 0.3576 4.1759 -3.0831 0.712
O -0.6290 3.7872 -4.0767 -0.330
O 0.2367 3.9016 -1.6616 -0.315
C 2.0422 3.6659 -3.5711 -0.219
H 3.0822 4.5989 -1.9754 0.094
H 3.9183 4.6541 -3.5490 0.121
H 2.4942 6.3017 -4.3955 0.113
H 2.5567 6.9865 -2.7999 0.116
H 0.2207 6.2300 -4.1951 0.085
H 0.1350 6.5398 -2.5545 0.108
H 2.1675 3.3995 -4.6644 0.133
H 2.2013 2.7478 -2.9826 0.081
C -1.1033 -1.3825 4.4454 -0.197
C -1.7921 -1.8308 5.7728 -0.170
C -2.5718 -0.6726 6.3886 -0.206
S -1.9304 0.8432 5.6755 0.701
O -1.3980 1.7888 6.6157 -0.318
O -2.9811 1.3292 4.8125 -0.328
C -0.5600 -0.0364 4.8292 -0.239
H -1.8273 -1.1798 3.6562 0.106
H -0.4366 -2.0799 3.9648 0.104
H -1.0035 -2.1464 6.4250 0.109
H -2.4112 -2.7143 5.5744 0.120
H -2.5143 -0.5887 7.4230 0.078
H -3.6290 -0.6020 6.1527 0.102
H 0.2360 -0.0763 5.5645 0.103
H -0.2540 0.5627 3.9738 0.060
C -2.4363 1.5592 -5.4449 -0.207
C -3.4219 0.3775 -5.6006 -0.168
C -2.6561 -0.7858 -4.8708 -0.201
S -0.9553 -0.6737 -5.5114 0.718
O -1.1464 -1.0038 -6.9299 -0.325
O 0.0549 -1.2950 -4.6919 -0.344
C -0.9440 1.1485 -5.4470 -0.221
H -2.5813 2.0848 -4.4906 0.104
H -2.5865 2.2948 -6.2625 0.124
H -3.5274 0.1693 -6.6569 0.104
H -4.3784 0.6183 -5.1780 0.104
H -2.9268 -1.8056 -5.0481 0.077
H -2.6689 -0.5700 -3.8099 0.074
H -0.4620 1.4774 -6.3758 0.108
H -0.3165 1.5076 -4.6770 0.037
C 0.9583 3.6410 4.5893 -0.215
C 0.2466 3.7152 3.2586 -0.221
C 1.3393 3.6142 2.2269 -0.213
S 2.6768 4.6728 2.9040 0.710
O 2.6741 5.9891 2.3000 -0.328
O 3.9053 3.9065 3.0431 -0.346
C 1.9171 4.8068 4.5470 -0.212
H 1.5207 2.6950 4.5881 0.117
H 0.3184 3.6055 5.4237 0.096
H -0.2413 4.6821 3.2353 0.122
H -0.5292 2.9046 3.1027 0.103
H 1.0746 4.0114 1.2471 0.100
H 1.6402 2.5891 2.1434 0.073
H 1.4317 5.7666 4.5399 0.096
H 2.6751 4.8973 5.3244 0.110
C -4.1823 3.5456 2.7862 -0.200
C -3.1356 2.5688 2.3223 -0.212
C -3.8525 1.3189 1.7152 -0.229
S -5.5408 1.7190 1.5582 0.667
O -6.4017 0.5456 1.6774 -0.322
O -5.7091 2.6198 0.4086 -0.316
C -5.5109 2.7432 2.9362 -0.248
H -4.3463 4.3812 2.1108 0.109
H -3.9731 4.0215 3.7664 0.126
H -2.5329 2.1900 3.1276 0.044
H -2.4539 3.0084 1.5363 0.132
H -3.6977 0.3646 2.2633 0.112
H -3.4571 1.0783 0.7495 0.057
H -5.5029 2.1766 3.8839 0.118
H -6.4123 3.3774 2.8950 0.118
C -0.8342 -6.4860 -2.4566 -0.132
C 0.2637 -5.5603 -3.1259 -0.209
C -0.3964 -4.5443 -3.9839 -0.244
S -1.8998 -4.0783 -3.1181 0.724
O -2.9707 -4.3018 -4.0946 -0.345
O -1.7744 -2.7435 -2.5016 -0.350
C -1.8956 -5.4517 -1.9131 -0.186
H -0.4180 -6.9865 -1.6096 0.101
H -1.4121 -7.0959 -3.1304 0.108
H 0.9788 -6.1452 -3.7283 0.132
H 0.7030 -4.9817 -2.3850 0.066
H -0.7070 -4.9295 -5.0327 0.152
H 0.2341 -3.7062 -4.1510 0.061
H -2.9260 -5.7576 -1.7665 0.107
H -1.4311 -5.0204 -1.0418 0.058
C -0.3418 0.7308 -1.8960 -0.178
C -1.5835 0.3677 -1.1208 -0.242
C -1.1811 -0.7162 -0.1741 -0.223
S 0.3060 -0.0294 0.6151 0.672
O 1.2969 -1.0213 0.8393 -0.316
O -0.0801 0.7622 1.7382 -0.306
C 0.7416 1.0247 -0.8115 -0.175
H -0.5442 1.5459 -2.5384 0.068
H -0.0828 -0.2088 -2.4236 0.103
H -2.4011 0.0844 -1.7567 0.091
H -1.9187 1.2196 -0.5167 0.116
H -0.8562 -1.6836 -0.6680 0.105
H -1.8676 -1.0049 0.6660 0.107
H 1.7583 0.6747 -1.0981 0.093
H 0.8291 2.0863 -0.5011 0.074
C -6.9818 -1.9379 -0.6827 -0.178
C -5.9138 -0.9774 -1.1911 -0.189
C -4.5087 -1.5889 -0.8800 -0.223
S -4.7177 -2.7197 0.4472 0.690
O -4.0650 -2.3492 1.7072 -0.340
O -4.5707 -4.0484 -0.1346 -0.326
C -6.5077 -2.4657 0.7457 -0.177
H -6.9735 -2.8467 -1.2897 0.109
H -8.0120 -1.4779 -0.6797 0.134
H -5.9782 0.0255 -0.7835 0.082
H -5.9343 -0.9187 -2.3029 0.121
H -3.7616 -0.8694 -0.4685 0.069
H -4.0381 -2.1274 -1.6827 0.076
H -6.5865 -1.8538 1.6292 0.074
H -6.8696 -3.4337 0.8853 0.069
C 3.3285 -1.8236 -2.0737 -0.168
C 2.7224 -1.1186 -3.4201 -0.187
C 3.2308 -1.9176 -4.5959 -0.202
S 4.7798 -2.8164 -4.0307 0.668
O 5.7913 -1.8020 -3.9266 -0.319
O 5.0279 -3.9042 -4.9102 -0.307
C 4.0706 -3.1018 -2.4102 -0.243
H 2.5428 -2.0578 -1.3423 0.095
H 4.0962 -1.1623 -1.5783 0.107
H 2.9726 -0.0875 -3.4805 0.081
H 1.6182 -1.0600 -3.3603 0.063
H 3.4402 -1.3119 -5.4383 0.092
H 2.5134 -2.6556 -4.8813 0.079
H 4.9184 -3.2079 -1.7520 0.102
H 3.4922 -4.0055 -2.3477 0.095
C 7.1556 2.9718 -0.1556 -0.221
C 6.7445 2.7856 -1.6494 -0.166
C 5.3876 1.9870 -1.7387 -0.187
S 4.6304 2.2355 -0.1360 0.679
O 4.7150 0.9348 0.5206 -0.323
O 3.3789 2.9786 -0.2086 -0.333
C 5.8963 3.2346 0.6341 -0.247
H 7.7304 3.8828 -0.0332 0.108
H 7.7542 2.0926 0.2299 0.137
H 7.5202 2.1169 -2.0436 0.113
H 6.7233 3.7666 -2.1053 0.107
H 5.4455 0.8984 -1.7485 0.090
H 4.6654 2.3767 -2.4695 0.084
H 5.9841 2.9387 1.6816 0.103
H 5.6776 4.3101 0.5653 0.120
C 3.7798 0.6053 3.7076 -0.199
C 5.0686 -0.1983 3.9138 -0.186
C 4.6802 -1.6064 4.5026 -0.199
S 2.9818 -1.9391 3.9628 0.680
O 2.1925 -1.8767 5.1763 -0.337
O 2.7897 -3.0273 3.0292 -0.320
C 2.6890 -0.3671 3.1683 -0.233
H 3.7067 1.5419 3.0762 0.095
H 3.4565 0.9201 4.6808 0.098
H 5.8530 0.1427 4.5698 0.106
H 5.4878 -0.3401 2.9220 0.099
H 4.7316 -1.6104 5.5990 0.103
H 5.3777 -2.3278 4.0868 0.095
H 1.6288 -0.2207 3.4363 0.073
H 2.8330 -0.4517 2.0986 0.067

Number 1: strongest force on any atom 2.5 eV/Å, frontier orbital gap 5.6 eV, LUMO energy -0.1366 hartree. Number 2: strongest force on any atom 3.9 eV/Å, frontier orbital gap 10.0 eV, LUMO energy 0.0001 hartree.